No. 1
{"formula": "C17H18N4O2S2", "method": "ωB97M-V/def2-TZVPD", "species": ["O", "O", "N", "N", "S", "S", "C", "C", "C", "C", "C", "C", "C", "C", "C", "C", "C", "C", "N", "N", "C", "C", "C", "C", "C", "H", "H", "H", "H", "H", "H", "H", "H", "H", "H", "H", "H", "H", "H", "H", "H", "H", "H"], "coordinates": [[-2.3835, -5.1058, -1.3224], [-1.2844, -2.9936, 2.2767], [-3.0672, 2.2929, 1.4089], [3.2024, -0.4374, -1.5761], [-2.0071, -0.0432, -1.3966], [1.2511, -1.0300, 1.3322], [-1.6324, -4.3705, -0.7258], [-1.0130, -3.2812, 1.1061], [-2.5507, 2.8479, 2.5218], [3.3100, 0.3664, -2.6698], [-2.3377, 2.1082, 0.3614], [3.1505, 0.1107, -0.3387], [-1.2079, 3.2476, 2.6105], [3.2653, 1.7557, -2.5907], [-0.9972, 2.5299, 0.3547], [3.0747, 1.5012, -0.1654], [-0.4016, 3.0904, 1.4792], [3.1122, 2.3342, -1.3258], [-1.2959, -4.5256, 0.5964], [-1.2335, -3.1545, -1.1779], [-2.9500, 1.4579, -0.8718], [3.0090, -0.8163, 0.8400], [-1.8533, -1.1069, 0.1229], [0.6170, -1.8383, -0.2203], [-0.8340, -2.2853, -0.0407], [-3.1696, 2.9834, 3.4105], [3.4320, -0.1633, -3.6152], [-0.8756, 3.7359, 3.5111], [3.3707, 2.3249, -3.4872], [-0.4045, 2.3270, -0.5682], [2.9783, 1.9580, 0.8269], [0.6650, 3.3379, 1.4440], [3.0626, 3.3845, -1.2358], [-1.8398, -5.1499, 1.1856], [-1.7211, -2.7648, -1.9745], [-3.0521, 2.1864, -1.6386], [-3.9765, 1.1546, -0.5347], [3.5722, -0.3861, 1.6975], [3.4562, -1.7742, 0.5788], [-1.5734, -0.5012, 0.9818], [-2.8391, -1.5576, 0.3577], [0.6961, -1.1080, -1.0246], [1.2758, -2.6420, -0.5033]], "mulliken_charge": [-0.624, -0.592, -0.537, -0.456, -0.115, -0.041, 0.265, -0.077, -0.335, -0.264, 0.364, 0.727, -0.446, -0.536, 0.012, -0.450, -0.333, -0.406, -0.137, -0.232, -0.788, -1.000, -1.168, -1.468, 1.273, 0.349, 0.386, 0.403, 0.427, 0.265, 0.348, 0.373, 0.477, 0.342, 0.289, 0.447, 0.314, 0.455, 0.384, 0.526, 0.619, 0.367, 0.594], "orbital_gap_ha": 0.3412, "smiles": "O=C1NC(=O)C(CSCc2ccccn2)(CSCc2ccccn2)N1"}


No. 2
{"formula": "C17H18N6O2OsS4", "method": "ωB97M-V/def2-TZVPD", "species": ["Os", "S", "C", "N", "C", "C", "C", "C", "C", "C", "S", "H", "H", "H", "H", "N", "C", "O", "C", "C", "C", "C", "N", "C", "H", "H", "H", "H", "H", "H", "C", "N", "C", "C", "N", "C", "S", "H", "H", "H", "H", "H", "H", "H", "H", "O", "S", "N"], "coordinates": [[0.6393, -0.1966, 0.2320], [0.1404, -0.8061, 2.5708], [-1.3979, -0.3064, 1.9374], [-1.3565, 0.0395, 0.6531], [-2.5687, 0.5469, 0.1906], [-2.8520, 1.0025, -1.0921], [-4.1299, 1.4594, -1.3454], [-5.1095, 1.4560, -0.3459], [-4.8343, 0.9979, 0.9291], [-3.5464, 0.5462, 1.1881], [-2.9008, -0.0779, 2.6930], [-2.0944, 0.9888, -1.8658], [-4.3823, 1.8199, -2.3328], [-6.1027, 1.8160, -0.5752], [-5.5967, 0.9941, 1.6958], [-0.2291, 4.9858, 2.4689], [0.0036, 5.2848, 1.1722], [-0.0829, 6.3991, 0.7156], [0.3879, 4.1502, 0.2366], [0.7460, 4.5121, -1.0601], [1.1145, 3.5383, -1.9726], [1.1064, 2.2186, -1.5742], [0.7428, 1.8627, -0.3305], [0.3937, 2.8106, 0.5611], [-0.4505, 5.7541, 3.0829], [-0.0627, 4.0888, 2.8831], [0.7289, 5.5640, -1.3166], [1.4071, 3.7916, -2.9814], [1.3950, 1.4192, -2.2442], [0.1112, 2.4479, 1.5418], [1.4843, -4.5404, -2.6210], [1.7930, -4.3465, -1.2130], [2.6171, -5.3160, -0.4691], [2.6606, -4.7276, 0.9550], [1.7594, -3.5737, 0.8335], [1.3122, -3.4270, -0.4041], [0.1462, -2.2348, -0.9052], [2.3991, -4.8045, -3.1479], [1.0845, -3.6215, -3.0403], [0.7574, -5.3435, -2.7435], [3.6013, -5.3862, -0.9289], [2.1450, -6.2977, -0.5060], [3.6576, -4.4023, 1.2472], [2.2873, -5.4217, 1.7041], [1.4512, -3.0103, 1.6098], [3.3838, -1.5332, 2.3812], [3.7082, -0.7816, 1.1879], [2.5326, -0.3397, 0.3450]], "mulliken_spin": [2.902, 0.350, 0.058, -0.027, -0.034, 0.018, 0.001, 0.013, 0.001, 0.003, 0.037, -0.006, 0.000, 0.001, 0.000, 0.000, 0.000, 0.001, 0.007, 0.012, -0.008, -0.012, 0.095, -0.017, 0.000, 0.001, 0.000, 0.000, 0.004, -0.002, -0.007, 0.019, 0.001, 0.000, 0.014, 0.030, 0.233, -0.001, 0.007, 0.001, 0.001, 0.000, 0.000, 0.000, -0.002, 0.157, 0.118, 0.033], "total_charge": 2, "multiplicity": 5, "orbital_gap_ha": [0.2935, 0.2078]}


No. 3
{"formula": "C17H18O4", "method": "ωB97M-V/def2-TZVPD", "species": ["C", "H", "O", "C", "C", "C", "C", "C", "C", "H", "O", "C", "H", "H", "H", "C", "O", "C", "H", "H", "C", "C", "C", "C", "C", "C", "C", "O", "H", "H", "H", "H", "H", "H", "H", "H", "H", "H", "H"], "coordinates": [[-4.0120, -2.4541, -3.9955], [-5.0624, -2.4712, -4.2812], [-3.8925, -1.4180, -3.0495], [-2.6697, -1.1567, -2.5207], [-1.5025, -1.8472, -2.8246], [-0.3170, -1.4776, -2.2127], [-0.2602, -0.4256, -1.3142], [-1.4452, 0.2640, -0.9999], [-2.6349, -0.1089, -1.5986], [-3.5636, 0.3924, -1.3827], [-1.3313, 1.2352, -0.0573], [-2.4540, 2.0312, 0.2509], [-3.2550, 1.4332, 0.6961], [-2.8298, 2.5468, -0.6365], [-2.0985, 2.7613, 0.9757], [1.0420, 0.0134, -0.7307], [1.4679, 1.1351, -0.8601], [1.7467, -1.0392, 0.0938], [2.8272, -0.9305, -0.0062], [1.4400, -2.0368, -0.2191], [1.3538, -0.8172, 1.5732], [2.1574, 0.2845, 2.2149], [3.4594, 0.0013, 2.6135], [4.2525, 0.9428, 3.2385], [3.7396, 2.2051, 3.4873], [2.4552, 2.5121, 3.0920], [1.6586, 1.5703, 2.4426], [0.4033, 1.9678, 2.1105], [0.0516, 1.4557, 1.3685], [2.0348, 3.4900, 3.2675], [4.3426, 2.9508, 3.9834], [5.2594, 0.6921, 3.5364], [3.8506, -0.9913, 2.4352], [1.5501, -1.7438, 2.1179], [0.2803, -0.6213, 1.6403], [0.5921, -2.0010, -2.4697], [-1.4991, -2.6607, -3.5310], [-3.7382, -3.4231, -3.5664], [-3.3991, -2.2609, -4.8813]], "mulliken_charge": [-0.863, 0.256, -0.443, 0.548, -0.694, -0.660, -0.033, 0.687, -0.390, 0.483, -0.532, -1.075, 0.392, 0.392, 0.276, 0.252, -0.546, -0.506, 0.466, 0.526, -1.358, 0.620, -0.509, -0.734, -0.391, -0.748, 0.897, -0.615, 0.187, 0.415, 0.375, 0.380, 0.389, 0.433, 0.525, 0.500, 0.406, 0.345, 0.348], "orbital_gap_ha": 0.3264, "smiles": "COc1ccc(C(=O)CCc2ccccc2O)c(OC)c1"}


No. 4
{"formula": "C17H19AlN3O4S7", "method": "ωB97M-V/def2-TZVPD", "species": ["Al", "O", "N", "C", "C", "C", "C", "C", "H", "H", "H", "H", "H", "N", "C", "S", "N", "C", "C", "C", "C", "C", "C", "H", "H", "H", "H", "H", "H", "H", "H", "C", "S", "C", "C", "S", "S", "C", "S", "S", "H", "H", "H", "C", "S", "O", "O", "O", "H", "H", "H"], "coordinates": [[0.8332, -0.6653, 0.7047], [1.5083, -1.5975, 1.9981], [2.3804, -1.3806, 3.0188], [3.2689, -2.4050, 3.3084], [4.2038, -2.2093, 4.2774], [4.2942, -0.9867, 4.9760], [3.3859, 0.0429, 4.6142], [2.4542, -0.1475, 3.6476], [3.1333, -3.3126, 2.7426], [4.8795, -3.0243, 4.5009], [5.0370, -0.8325, 5.7432], [3.4187, 1.0053, 5.1065], [1.7462, 0.5953, 3.3146], [-0.7361, -2.0828, -2.3583], [-1.3129, -1.9889, -1.1667], [-0.5313, -2.5982, 0.2441], [-2.5352, -1.4734, -1.0452], [-3.3438, -0.8329, -2.0311], [-4.7184, -1.0182, -1.9511], [-5.5525, -0.3793, -2.8520], [-5.0189, 0.4346, -3.8426], [-3.6476, 0.6194, -3.9132], [-2.8032, -0.0024, -3.0024], [0.2411, -2.3239, -2.3794], [-1.1704, -1.7143, -3.1891], [-2.9148, -1.5375, -0.1114], [-5.1290, -1.6578, -1.1788], [-6.6232, -0.5137, -2.7753], [-5.6717, 0.9399, -4.5413], [-3.2245, 1.2799, -4.6583], [-1.7414, 0.2108, -3.0248], [1.1987, 3.6507, 0.2888], [0.6151, 2.6226, -1.0839], [-1.0774, 2.4564, -0.6678], [-1.5914, 1.6845, 0.3057], [-0.8226, 0.6707, 1.5057], [-3.3319, 1.7503, 0.4684], [-3.6653, 2.8759, -0.8070], [-5.1738, 3.3536, -1.2211], [-2.2208, 3.4164, -1.5788], [2.2409, 3.8795, 0.0729], [1.1339, 3.1012, 1.2242], [0.6182, 4.5695, 0.3320], [4.1713, -1.1619, -0.2245], [2.9448, 0.0477, -0.5550], [2.5076, 0.6055, 0.7423], [3.4194, 0.9471, -1.5532], [1.6994, -0.7522, -0.9459], [5.0133, -0.6535, 0.2417], [4.4627, -1.6060, -1.1738], [3.7479, -1.9018, 0.4531]], "mulliken_spin": [0.036, -0.009, 0.259, 0.231, -0.115, 0.423, -0.073, 0.179, 0.029, -0.006, 0.040, -0.007, 0.041, 0.000, -0.002, 0.002, 0.000, 0.000, 0.000, 0.000, 0.000, 0.000, 0.000, 0.000, 0.000, 0.000, 0.000, 0.000, 0.000, 0.000, 0.000, 0.000, 0.002, 0.000, 0.000, 0.001, 0.000, 0.000, 0.000, 0.000, 0.000, 0.000, 0.000, 0.017, -0.027, -0.018, 0.003, 0.000, -0.001, 0.005, -0.009], "multiplicity": 2, "orbital_gap_ha": [0.1727, 0.2847]}


Computed energy relative to the best compared isomer or geometry (same formula, charge and spin) (kcal/mol) in order:
0.0, 3.8, 9.9, 0.0